1.
C3H5FeLiO3 | the ωB97M-V functional and the def2-TZVPD basis

Last column: Mulliken spin population.
Atoms and positions in Å:
H -1.19 0.42 2.19  0.008
C -0.19 1.42 0.65  0.039
O 1.04 1.27 -0.16  0.009
H -0.01 2.31 1.26  -0.001
O -0.03 1.08 -2.13  0.858
Li -2.45 -1.12 0.30  -0.003
H -1.03 1.60 -0.04  0.003
O -0.65 -0.96 0.73  0.200
Fe 0.52 -2.33 0.59  3.781
H 1.69 0.71 -2.20  0.057
C 0.98 1.18 -1.40  0.048
H 0.53 0.06 2.12  0.019
C -0.37 0.19 1.49  -0.018

Results
- lowest unoccupied orbital energy (spin up / spin down) (eV) = -14.88 / -16.26
- frontier orbital gap (spin up / spin down) (eV) = 9.972 / 8.632
- 2S+1 = 6
- energy above the lowest of the compared OMol25 structures with the same formula, charge and spin (eV) = 0.000
- charge = +3



2.
C6H15NO5Si | the ωB97M-V functional and the def2-TZVPD basis

Last column: Löwdin charge in e.
Atoms and positions in Å:
H 0.40 1.57 0.66  0.110
H 2.03 0.76 0.73  0.119
C 0.01 0.32 2.88  -0.556
O -0.97 0.03 -1.62  -0.226
O 1.07 -1.72 -1.31  -0.175
O 1.41 0.85 -2.07  -0.201
H -1.45 1.07 4.51  0.131
C 0.06 -2.64 -1.57  -0.154
O -0.14 1.53 3.01  0.059
H 2.09 -0.11 -3.75  0.099
N 0.54 -0.19 1.71  0.000
H -0.83 -2.20 -1.13  0.066
H 0.31 -3.53 -1.04  0.077
C 0.93 0.60 0.64  -0.207
C -0.91 0.09 4.85  -0.118
H 0.28 -1.17 1.41  0.165
O -0.37 -0.61 3.78  -0.005
H 1.50 1.48 -3.93  0.058
C -1.48 1.34 -1.93  -0.083
H -1.80 1.31 -2.97  0.089
H -1.71 -0.51 5.36  0.097
H -0.12 0.29 5.63  0.107
C 1.34 0.61 -3.41  -0.166
H -2.32 1.50 -1.27  0.086
H -0.64 2.01 -1.79  0.078
H -0.10 -2.79 -2.65  0.103
Si 0.56 -0.16 -1.03  0.364
H 0.34 0.28 -3.70  0.084

Results
- lowest unoccupied orbital energy (eV) = 0.62
- frontier orbital gap (eV) = 10.282
- SMILES = COC(=O)NC[Si](OC)(OC)OC
- 2S+1 = 1
- energy above the lowest of the compared OMol25 structures with the same formula, charge and spin (eV) = 0.710



3.
C9H19N3 | the ωB97M-V functional and the def2-TZVPD basis

Last column: Löwdin charge in e.
Atoms and positions in Å:
N -1.44 -1.36 -0.24  0.116
H 2.61 2.36 -0.43  0.164
N -0.42 1.02 0.18  0.056
H -2.60 -0.33 -1.63  0.155
H 0.80 -2.74 1.31  0.154
C 2.16 0.26 0.29  -0.103
N 1.18 -0.79 0.10  -0.263
H -3.22 0.26 1.41  0.153
C 1.49 -1.81 1.19  0.041
C -1.82 1.51 0.38  -0.043
H 1.34 -1.40 2.24  0.140
C 0.57 2.11 -0.13  -0.064
H 1.04 -0.78 -2.01  0.145
H 0.32 2.84 -0.88  0.148
H -1.83 1.64 1.41  0.129
C -2.94 0.47 0.32  -0.129
H 2.26 -1.89 -1.34  0.080
C -0.12 -0.22 0.14  -0.015
C -2.67 -0.74 -0.59  -0.205
C 1.34 -1.50 -1.18  0.042
H -3.90 0.83 -0.08  0.139
H -3.47 -1.42 -0.52  0.129
H 1.92 1.22 -1.63  0.100
H -1.90 2.27 -0.34  0.129
H 0.51 -2.38 -1.24  0.179
H 2.48 -2.24 1.21  0.118
H 3.11 -0.12 0.17  0.124
C 1.91 1.51 -0.62  -0.066
H 0.62 2.78 0.73  0.152
H -1.44 -2.09 0.45  0.110
H 2.10 0.73 1.33  0.184

Results
- lowest unoccupied orbital energy (eV) = -8.47
- frontier orbital gap (eV) = 9.159
- SMILES = C[N+]1(C)CCCN2CCC[NH+]=C21
- 2S+1 = 1
- energy above the lowest of the compared OMol25 structures with the same formula, charge and spin (eV) = 2.194
- charge = +2



4.
H44O22 | the ωB97M-V functional and the def2-TZVPD basis

Last column: Löwdin charge in e.
Atoms and positions in Å:
H 24.42 -14.05 11.06  0.030
H 23.36 -12.25 8.22  -0.030
H 26.13 -6.41 6.16  0.051
H 20.15 -7.48 4.94  0.034
O 27.80 -9.29 11.48  -0.046
O 20.01 -6.80 5.59  -0.062
O 24.51 -8.65 12.77  -0.032
O 21.56 -8.56 12.66  -0.045
H 23.70 -3.59 8.53  -0.022
O 24.00 -12.52 7.56  -0.052
O 26.36 -7.46 14.63  -0.055
O 23.43 -2.76 8.92  -0.059
H 24.63 -9.18 11.98  0.036
H 21.46 -12.03 9.98  0.017
O 19.81 -13.15 8.04  -0.051
O 20.24 -11.89 11.39  -0.013
H 22.70 -11.75 13.26  0.077
H 20.60 -8.60 12.63  0.061
H 22.62 -11.08 9.79  0.033
O 26.06 -7.36 6.06  -0.031
H 24.80 -5.72 12.22  0.027
H 21.20 -8.23 8.48  0.036
O 22.44 -11.05 12.67  -0.035
H 22.28 -5.12 6.15  0.058
O 23.45 -9.11 10.12  -0.049
O 18.38 -10.10 7.86  -0.052
H 25.92 -7.52 15.49  0.033
O 23.48 -14.20 11.08  -0.059
H 26.90 -7.70 6.37  0.054
H 21.69 -11.39 12.19  -0.013
H 18.98 -9.54 8.34  -0.010
H 18.95 -13.12 7.63  0.031
O 23.93 -8.48 7.46  -0.039
H 25.99 -10.80 8.05  0.001
H 23.44 -9.23 9.17  0.010
O 22.37 -12.00 9.70  -0.043
H 24.77 -5.08 9.46  0.048
H 20.21 -12.31 7.81  0.016
H 23.16 -6.00 7.00  0.002
H 22.22 -5.56 11.83  0.074
H 23.80 -8.22 10.25  0.038
H 23.10 -13.37 10.79  -0.029
H 20.80 -6.82 6.14  -0.025
H 21.53 -8.60 9.91  -0.012
H 27.46 -10.16 11.71  0.027
H 23.58 -8.71 12.96  0.013
H 25.75 -7.88 14.03  -0.031
H 23.52 -5.92 9.61  -0.004
H 23.50 -13.03 6.93  0.035
O 24.04 -5.45 8.96  -0.054
H 24.88 -8.38 7.34  0.021
H 27.25 -11.49 8.53  0.032
O 22.59 -6.02 6.23  -0.043
H 17.68 -9.51 7.57  0.035
H 22.70 -2.47 8.39  0.026
H 23.55 -8.11 6.66  0.031
O 20.87 -8.73 9.23  -0.036
O 26.92 -10.65 8.20  -0.051
H 21.84 -9.47 12.67  -0.028
H 25.80 -6.86 12.26  -0.008
O 22.67 -6.14 11.22  -0.031
H 28.18 -8.96 12.29  0.031
H 19.43 -11.39 11.28  0.087
H 22.39 -7.02 11.47  0.001
O 25.50 -6.14 11.71  -0.050
H 19.96 -12.71 11.80  0.092

Results
- lowest unoccupied orbital energy (eV) = -0.36
- frontier orbital gap (eV) = 10.367
- 2S+1 = 1
- energy above the lowest of the compared OMol25 structures with the same formula, charge and spin (eV) = 2.579



5.
C3H5FN2S2 | the ωB97M-V functional and the def2-TZVPD basis

Last column: Löwdin charge in e.
Atoms and positions in Å:
C 1.72 0.21 -0.02  -1.150
F 0.48 -1.78 0.00  -0.033
H -1.64 -1.69 -0.14  0.125
N -1.88 -0.68 -0.08  0.127
S 2.05 1.83 -0.04  0.620
S 3.05 -0.83 0.11  0.832
N -0.99 1.53 0.20  0.133
C -0.80 0.20 0.04  -0.384
H -0.25 2.10 -0.19  0.006
H 2.50 -1.91 -0.34  -0.142
C 0.40 -0.42 0.04  -0.346
H -1.95 1.81 -0.02  0.113
H -2.69 -0.38 0.45  0.100

Results
- lowest unoccupied orbital energy (eV) = 0.01
- frontier orbital gap (eV) = 8.202
- SMILES = NC(N)=C(F)C(=S)S
- 2S+1 = 1
- energy above the lowest of the compared OMol25 structures with the same formula, charge and spin (eV) = 0.333



6.
C10H24AlBr2ClF2KLiNO16S4 | the ωB97M-V functional and the def2-TZVPD basis

Last column: Löwdin charge in e.
Atoms and positions in Å:
O -6.26 -0.32 -3.06  -0.737
S -6.98 0.97 -2.86  0.762
Cl -8.29 -1.65 -3.98  -0.067
S 4.04 4.52 -2.88  0.500
H 3.42 -1.64 3.20  0.108
H 2.87 0.19 2.21  0.106
H -8.14 0.09 -0.94  0.054
O -0.22 1.79 1.54  -0.181
Br 9.60 -0.04 1.22  0.013
N 3.62 3.46 -1.78  -0.316
O 1.32 1.89 3.58  -0.360
O 1.67 2.73 -0.35  -0.330
Al -4.62 -2.72 -1.10  0.715
O -1.90 -0.80 1.07  -0.061
C 2.87 -2.43 2.56  -0.154
C 6.25 -2.21 1.51  -0.377
O 3.89 5.91 -2.53  -0.289
H -3.76 0.67 0.06  0.148
O -5.29 0.04 1.28  -0.076
C 6.87 -0.12 2.30  -0.246
K 6.72 -0.64 -1.41  0.955
O 6.98 1.89 1.27  -0.033
H 5.73 -0.09 2.16  0.152
H -3.03 0.19 2.48  0.129
O 7.25 -1.55 2.35  -0.146
H -9.16 -0.05 -3.26  -0.108
H 2.62 -3.29 3.27  0.122
H -9.21 1.73 -3.37  0.039
S 0.58 0.89 2.72  0.734
C -3.02 -0.60 1.71  -0.292
H 3.93 -2.08 0.65  0.142
H 0.60 -2.03 2.39  0.123
C 3.97 -2.89 1.45  -0.124
Li 6.47 -2.42 4.13  0.869
H 3.71 -3.93 1.04  0.161
H -6.71 1.06 -0.49  0.016
O -0.37 0.11 3.58  -0.328
O 6.39 -2.10 0.25  -0.111
F 5.63 4.35 -2.79  -0.212
C -4.18 -0.17 0.64  -0.363
H -8.53 0.76 -4.70  0.014
C 1.58 -1.72 1.90  -0.178
H 1.53 -2.11 0.82  0.127
H -4.18 -0.99 -0.13  -0.115
H -6.53 -4.30 -6.32  0.008
O 1.22 3.18 -2.70  -0.277
C 1.84 -0.14 1.84  -0.213
H 0.32 1.76 0.71  0.042
H 1.81 0.16 0.72  0.110
F 1.71 4.93 -1.17  -0.176
S 2.07 3.43 -1.56  0.508
C -7.58 1.01 -1.16  -0.272
H -7.50 -3.54 -5.41  -0.090
H 7.14 0.36 3.30  0.153
C -8.64 0.83 -3.62  -0.480
Br -6.76 -2.51 1.06  -0.273
H -8.21 1.88 -1.01  0.047
O -7.43 -4.34 -5.96  -0.125
O 3.80 4.17 -4.26  -0.294
O 5.25 -2.96 2.17  -0.060
H -3.44 -1.46 2.27  0.133
H 7.15 2.27 2.17  0.124
O 7.50 0.60 1.22  -0.653

Results
- lowest unoccupied orbital energy (eV) = -2.16
- frontier orbital gap (eV) = 1.745
- 2S+1 = 1
- charge = -1



The records above give, respectively, E_tot values of -43889.5727; -26072.5426; -14090.6679; -45761.1691; -30559.6019; -269505.7403 eV.
The records above give, respectively, max |F| values of 0.0606; 0.0971; 0.1344; 0.0244; 0.0725; 0.1434 Eh/bohr.